Record 1
The following is a quantum chemistry calculation of the molecule C17H20N4O2S, from OMol25.

```
44
Properties=species:S:1:pos:R:3:lowdin_charge:R:1
C 4.099 -1.030 4.496 -0.053
C 2.868 -0.743 3.691 -0.282
C 2.836 0.324 2.802 -0.037
C 1.714 0.578 2.039 -0.055
C 0.590 -0.234 2.137 -0.196
C -0.639 0.074 1.299 -0.262
C -0.228 0.437 -0.107 -0.376
S 1.039 -0.446 -0.975 1.137
C 0.816 0.565 -2.339 -0.581
N 1.295 0.724 -3.554 0.133
C 0.588 1.778 -4.029 -0.418
C 0.792 2.325 -5.388 -0.027
N -0.297 2.275 -3.179 0.150
N -0.150 1.496 -2.099 -0.074
C -0.734 1.441 -0.863 -0.335
O -1.697 2.319 -0.522 0.111
N -1.620 -0.986 1.408 -0.143
C -3.023 -0.626 1.376 -0.136
C -3.618 -0.647 -0.036 -0.181
O -3.417 -1.903 -0.648 -0.127
C -2.043 -2.211 -0.726 -0.189
C -1.382 -2.208 0.662 -0.156
C 0.609 -1.287 3.040 -0.021
C 1.736 -1.539 3.802 -0.036
H 4.817 -1.585 3.892 0.084
H 3.860 -1.628 5.372 0.074
H 4.575 -0.106 4.817 0.077
H 3.701 0.966 2.710 0.113
H 1.709 1.422 1.364 0.114
H -1.109 0.977 1.715 0.162
H 0.605 1.548 -6.127 0.080
H 1.824 2.653 -5.500 0.080
H 0.117 3.160 -5.548 0.075
H -1.820 2.935 -1.259 0.120
H -3.161 0.358 1.826 0.126
H -3.556 -1.369 1.982 0.127
H -4.698 -0.495 -0.002 0.126
H -3.164 0.146 -0.649 0.112
H -1.979 -3.204 -1.172 0.129
H -1.544 -1.491 -1.392 0.099
H -0.309 -2.371 0.565 0.105
H -1.814 -3.032 1.243 0.130
H -0.268 -1.904 3.149 0.111
H 1.732 -2.367 4.496 0.110
```

Values from the calculation:
- Gap between HOMO and LUMO: 0.3204 hartree
- Total energy: -1427.4746 hartree
- 2S+1: 1

Record 2
The following is a quantum chemistry calculation of the ion C3H6N3S2 with charge -1, from OMol25.

```
14
Properties=species:S:1:pos:R:3:lowdin_charge:R:1
C -1.002 0.446 -0.488 -0.227
C -0.647 -1.031 -0.709 -0.275
N -0.497 -1.734 0.557 -0.117
N 0.376 -1.605 1.410 -0.528
S 1.818 -0.977 1.746 0.438
S 2.626 0.601 0.369 0.351
N 1.260 0.555 -0.512 -0.669
C 0.189 1.219 0.148 -0.477
H -0.990 0.940 -1.393 0.051
H -2.026 0.661 0.031 0.123
H -1.587 -1.624 -1.094 0.114
H 0.354 -0.933 -1.223 0.100
H 0.034 2.294 -0.019 0.084
H 0.092 1.187 1.175 0.033
```

Values from the calculation:
- Gap between HOMO and LUMO: 0.2372 hartree
- Total energy: -1078.4380 hartree
- Net charge: -1
- 2S+1: 1

Record 3
The following is a quantum chemistry calculation of the ion C22H19N2O with charge +1, from OMol25.

```
44
Properties=species:S:1:pos:R:3:lowdin_charge:R:1
C 5.683 -2.443 0.522 -0.085
C 4.688 -2.982 -0.296 -0.072
C 3.908 -2.153 -1.106 -0.010
C 4.191 -0.784 -1.115 -0.248
O 3.442 0.089 -1.917 -0.005
C 2.111 0.282 -1.535 -0.227
C 1.809 1.434 -0.805 0.027
C 0.523 1.593 -0.302 -0.039
C -0.461 0.611 -0.465 -0.151
C -1.909 0.908 -0.081 -0.184
C -2.911 -0.230 0.115 -0.164
C -4.259 0.127 0.191 -0.041
C -5.259 -0.832 -0.010 -0.058
C -4.900 -2.162 -0.261 -0.065
C -3.554 -2.548 -0.194 -0.050
C -2.564 -1.587 0.061 -0.041
N -2.036 1.865 0.962 -0.006
C -1.184 2.068 2.055 0.008
C -1.475 3.280 2.568 -0.002
N -2.533 3.791 1.810 0.128
C -2.848 2.922 0.853 -0.023
C -0.169 -0.445 -1.343 -0.024
C 1.121 -0.664 -1.827 0.027
C 5.185 -0.225 -0.308 -0.007
C 5.913 -1.063 0.533 -0.075
H 6.283 -3.097 1.158 0.107
H 4.500 -4.056 -0.313 0.108
H 3.100 -2.540 -1.726 0.104
H 2.588 2.175 -0.617 0.132
H 0.307 2.540 0.184 0.109
H -2.292 1.411 -0.984 0.174
H -4.534 1.163 0.373 0.089
H -6.302 -0.531 0.020 0.110
H -5.674 -2.897 -0.498 0.114
H -3.267 -3.589 -0.368 0.116
H -1.512 -1.878 0.156 0.115
H -0.444 1.336 2.348 0.155
H -1.039 3.826 3.382 0.135
H -2.993 4.689 1.930 0.185
H -3.633 3.014 0.111 0.169
H -0.970 -1.097 -1.687 0.116
H 1.366 -1.549 -2.418 0.123
H 5.341 0.853 -0.344 0.120
H 6.663 -0.625 1.187 0.108
```

Values from the calculation:
- Gap between HOMO and LUMO: 0.2933 hartree
- Total energy: -1034.2374 hartree
- Net charge: +1
- 2S+1: 1

Record 4
The following is a quantum chemistry calculation of the molecule C6H12O, from OMol25.

```
19
Properties=species:S:1:pos:R:3:lowdin_charge:R:1
C 1.926 -0.882 -0.498 -0.025
C 0.655 -0.313 0.138 -0.589
O 0.813 -0.144 1.550 -0.056
C 0.259 1.085 -0.271 -0.144
C -1.258 1.211 0.062 -0.168
C -1.764 -0.222 0.368 -0.184
C -0.667 -1.068 -0.283 -0.123
H 2.811 -0.298 -0.217 0.084
H 1.843 -0.874 -1.592 0.082
H 2.109 -1.915 -0.178 0.084
H 1.057 0.854 1.564 0.106
H 0.913 1.792 0.488 0.156
H 0.466 1.240 -1.340 0.119
H -1.367 1.879 0.916 0.101
H -1.806 1.651 -0.779 0.104
H -2.789 -0.406 0.011 0.108
H -1.758 -0.422 1.442 0.104
H -0.816 -1.052 -1.383 0.127
H -0.626 -2.117 0.003 0.112
```

Values from the calculation:
- Gap between HOMO and LUMO: 0.4088 hartree
- Total energy: -311.0226 hartree
- 2S+1: 1